Record 1
Density functional theory data (ωB97M-V/def2-TZVPD) for a molecular structure, C49H67N9O2P2Ti in a non-equilibrium geometry.

Geometry as XYZ:
```
130
Properties=species:S:1:pos:R:3:lowdin_spin:R:1
Ti 1.54 -0.04 0.37 0.12
C -4.12 0.79 -3.09 0.00
C -3.42 0.74 -1.73 0.00
C -4.39 0.19 -0.66 0.00
P -1.74 -0.08 -1.52 0.00
C -1.74 -1.73 -2.43 0.00
C -1.59 -1.87 -3.95 0.00
C -2.94 -2.56 -1.97 0.00
C -0.59 0.98 -2.47 0.00
C -0.75 1.19 -3.84 0.00
C 0.17 1.85 -4.64 0.00
C -0.07 2.07 -6.11 0.00
C 1.34 2.27 -4.02 0.00
C 1.52 2.12 -2.66 0.00
C 0.56 1.53 -1.84 0.00
N 0.69 1.56 -0.40 0.01
C 0.64 2.87 0.18 0.00
C 0.81 4.06 -0.53 0.00
C 0.68 5.31 0.06 0.00
C 0.34 5.45 1.39 0.00
C 0.14 6.80 2.04 0.00
C 0.13 4.28 2.10 0.00
C 0.30 3.01 1.54 0.00
P -0.08 1.50 2.46 0.01
C 0.29 1.88 4.28 0.01
C 1.46 2.85 4.54 0.00
C -0.90 2.27 5.17 0.00
C -1.94 1.42 2.17 0.00
C -2.70 0.50 3.15 0.00
C -2.71 2.73 2.00 0.00
H -5.12 1.21 -2.97 0.00
H -3.59 1.42 -3.80 0.00
H -4.23 -0.21 -3.53 0.00
H -3.18 1.77 -1.44 0.00
H -4.82 -0.76 -0.99 0.00
H -3.88 0.04 0.30 0.00
H -5.22 0.89 -0.50 0.00
H -0.86 -2.20 -1.99 0.00
H -2.46 -1.50 -4.49 0.00
H -0.70 -1.36 -4.33 0.00
H -1.47 -2.93 -4.18 0.00
H -3.87 -2.19 -2.41 0.00
H -2.81 -3.60 -2.28 0.00
H -3.04 -2.54 -0.88 0.00
H -1.65 0.82 -4.32 0.00
H -1.00 1.59 -6.43 0.00
H -0.13 3.13 -6.34 0.00
H 0.75 1.65 -6.71 0.00
H 2.13 2.73 -4.61 0.00
H 2.44 2.47 -2.22 0.00
H 1.04 4.05 -1.59 0.00
H 0.85 6.19 -0.55 0.00
H 0.49 7.60 1.40 0.00
H -0.92 6.98 2.25 0.00
H 0.67 6.86 2.99 0.00
H -0.21 4.35 3.13 0.00
H 0.63 0.90 4.62 0.00
H 1.09 3.87 4.68 0.00
H 1.97 2.56 5.46 0.00
H 2.19 2.86 3.74 0.00
H -1.44 3.13 4.76 0.00
H -1.61 1.46 5.31 0.00
H -0.52 2.55 6.15 0.00
H -1.93 0.93 1.20 0.00
H -3.21 1.09 3.92 0.00
H -3.47 -0.07 2.63 0.00
H -2.06 -0.21 3.69 0.00
H -2.75 3.31 2.92 0.00
H -2.28 3.36 1.22 0.00
H -3.74 2.50 1.71 0.00
C 4.27 -2.33 -4.07 0.00
C 5.20 -1.87 -3.14 0.00
C 4.80 -1.05 -2.10 0.00
C 3.47 -0.66 -1.97 0.00
C 2.54 -1.12 -2.90 0.00
C 2.94 -1.95 -3.94 0.00
N 3.05 0.17 -0.88 -0.01
C 3.78 1.32 -0.56 0.03
C 4.65 2.03 -1.39 -0.01
C 5.32 3.15 -0.92 0.03
C 5.16 3.57 0.40 -0.01
C 4.32 2.89 1.24 0.02
C 3.62 1.79 0.76 0.01
N 2.80 0.94 1.50 0.26
N 3.10 0.72 2.76 0.29
C 2.86 -0.58 3.07 0.03
C 3.09 -1.05 4.38 0.05
C 3.09 -2.40 4.60 0.01
C 2.87 -3.28 3.53 0.06
C 2.59 -2.74 2.29 0.01
N 2.53 -1.42 2.07 0.07
H 4.58 -2.96 -4.89 0.00
H 6.24 -2.16 -3.23 0.00
H 5.52 -0.71 -1.36 0.00
H 1.51 -0.82 -2.81 0.00
H 2.20 -2.31 -4.65 0.00
H 4.79 1.70 -2.42 0.00
H 5.98 3.69 -1.59 0.00
H 5.71 4.44 0.75 0.00
H 4.19 3.18 2.28 0.00
H 3.31 -0.33 5.15 0.00
H 3.29 -2.79 5.59 0.00
H 2.94 -4.35 3.65 0.00
H 2.42 -3.38 1.43 0.00
N -0.40 -1.48 1.86 0.00
C -0.66 -2.71 1.11 0.00
C -0.80 -3.97 1.98 0.00
C -1.45 -5.18 1.29 0.00
C -2.98 -5.18 1.33 0.00
N -3.64 -4.49 0.21 0.00
C -3.83 -5.05 -0.98 0.00
N -3.24 -6.21 -1.27 0.00
N -4.62 -4.47 -1.88 0.00
C 0.42 -2.86 0.04 0.00
O 0.58 -3.92 -0.52 0.00
O 1.06 -1.75 -0.26 0.00
H 0.34 -1.64 2.53 0.00
H -1.22 -1.19 2.38 0.00
H -1.59 -2.54 0.55 0.00
H -1.38 -3.71 2.86 0.00
H 0.20 -4.25 2.32 0.00
H -1.11 -6.09 1.80 0.00
H -1.07 -5.23 0.27 0.00
H -3.33 -4.68 2.23 0.00
H -3.37 -6.20 1.37 0.00
H -4.00 -3.56 0.35 0.00
H -2.50 -6.56 -0.69 0.00
H -3.37 -6.64 -2.17 0.00
H -5.08 -3.60 -1.67 0.00
H -4.67 -4.80 -2.82 0.00
```

Its max |F| is 1.7 eV/Å. The expectation value of S² is 0.7685. The frontier orbital gap (alpha / beta) comes out at 6.17 / 5.91 eV. Its LUMO energy (alpha / beta) is -2.5203 / -2.9050 eV. Its total energy is -111096.72347 eV. The energy above the lowest of the compared OMol25 structures with the same formula, charge and spin is 354.36 kJ/mol. Its charge is +1. Its spin multiplicity is 2.

---

Record 2
Density functional theory data (ωB97M-V/def2-TZVPD) for 11 unconnected molecules or ions with the total composition C49H68N11O in a non-equilibrium geometry.

Geometry as XYZ:
```
129
Properties=species:S:1:pos:R:3:lowdin_charge:R:1
C 0.57 1.85 2.22 -0.01
C 0.67 1.93 0.75 -0.49
C 2.10 2.33 0.33 -0.08
C 2.41 2.14 -1.19 -0.13
C 1.95 0.74 -1.47 -0.13
C 0.52 0.27 -1.22 -0.32
N 0.19 0.70 0.17 0.07
O -0.52 -0.17 0.83 0.17
C 0.57 -1.32 -1.23 -0.01
C -0.49 0.90 -2.30 0.06
C -0.27 2.98 0.22 -0.01
H 1.18 1.20 2.52 0.01
H -0.33 1.48 2.56 0.06
H 0.89 2.86 2.77 0.16
H 2.78 1.77 1.11 0.14
H 2.36 3.35 0.65 0.13
H 3.32 2.30 -1.29 0.04
H 1.86 2.73 -1.87 0.10
H 2.77 0.11 -0.95 0.14
H 1.97 0.51 -2.67 0.15
H 0.92 -1.70 -2.14 0.05
H -0.31 -1.95 -1.23 0.04
H 1.20 -1.79 -0.43 0.09
H -1.42 0.54 -2.07 0.05
H -0.25 0.71 -3.22 0.01
H -0.47 1.99 -2.41 0.08
H -1.40 2.56 0.25 0.15
H -0.03 3.40 -0.81 0.10
H -0.04 3.89 0.77 0.09
N 2.17 -0.88 -5.30 -0.04
C 3.44 -0.70 -4.97 -0.12
C 3.58 0.83 -4.81 -0.08
C 2.27 1.50 -5.16 -0.06
C 1.39 0.30 -5.44 -0.10
H 1.63 -1.87 -5.43 0.12
H 4.12 -1.47 -4.84 0.06
H 4.53 1.30 -4.67 0.05
H 2.02 2.64 -5.22 0.11
H 0.43 0.21 -5.53 0.02
N -4.83 4.49 -1.78 -0.07
C -4.58 3.27 -2.11 -0.19
C -3.14 3.25 -2.62 -0.07
C -2.56 4.62 -2.34 -0.07
C -3.73 5.37 -1.83 -0.11
H -5.92 4.55 -1.38 0.24
H -5.41 2.39 -2.18 0.15
H -2.77 2.48 -3.10 -0.01
H -1.48 5.02 -2.58 0.11
H -3.77 6.36 -1.64 0.05
N -1.10 3.35 6.78 -0.02
C -0.21 4.09 6.01 -0.16
C 1.03 3.30 5.72 -0.06
C 0.83 2.00 6.47 -0.03
C -0.47 2.09 7.13 -0.05
H -2.12 3.60 6.96 0.18
H -0.67 5.09 5.62 0.14
H 1.51 3.72 4.88 0.04
H 1.38 1.26 6.69 0.00
H -0.71 1.53 7.83 0.02
N 1.94 -3.95 -5.74 -0.03
C 1.35 -3.79 -4.54 -0.19
C -0.01 -3.22 -4.61 -0.06
C -0.18 -2.90 -6.05 -0.03
C 1.03 -3.53 -6.73 -0.07
H 2.99 -4.17 -5.93 0.21
H 2.10 -4.09 -3.58 0.15
H -0.66 -2.94 -3.84 0.04
H -0.84 -2.46 -6.59 0.01
H 1.08 -3.35 -7.77 0.09
N -2.18 2.70 3.83 -0.06
C -2.58 3.34 2.75 -0.18
C -3.55 2.46 2.11 -0.12
C -3.96 1.40 3.09 -0.07
C -2.91 1.62 4.27 -0.08
H -1.40 3.13 4.32 0.09
H -2.17 4.25 2.32 0.11
H -4.04 2.54 1.01 0.10
H -4.92 0.58 3.12 0.15
H -2.83 1.36 5.28 0.06
N -2.70 -5.01 -0.52 -0.06
C -1.86 -4.42 0.29 -0.17
C -0.52 -4.28 -0.38 -0.04
C -0.74 -5.08 -1.73 -0.07
C -2.09 -5.40 -1.72 -0.18
H -3.70 -5.42 -0.26 0.22
H -2.10 -4.12 1.42 0.14
H 0.34 -3.88 -0.02 0.00
H -0.06 -5.22 -2.54 0.05
H -2.77 -6.02 -2.51 0.16
N 4.94 2.65 3.53 0.01
C 4.33 1.36 3.86 -0.11
C 4.79 0.28 2.89 -0.10
C 5.56 1.03 1.85 -0.08
C 5.53 2.53 2.23 -0.06
H 4.56 3.41 3.95 0.08
H 3.69 1.12 4.77 0.10
H 4.41 -0.86 2.92 0.10
H 5.98 0.67 0.91 0.06
H 5.98 3.33 1.88 0.03
N -1.35 -2.87 5.13 -0.03
C -2.46 -3.53 4.69 -0.15
C -3.17 -2.72 3.66 -0.10
C -2.38 -1.48 3.49 -0.09
C -1.23 -1.68 4.45 -0.12
H -0.76 -3.30 5.91 0.19
H -2.70 -4.57 4.87 0.09
H -3.97 -3.14 3.05 0.08
H -2.54 -0.78 2.60 0.06
H -0.46 -1.01 4.78 0.07
N 3.41 -3.82 0.47 -0.01
C 2.95 -3.87 -0.84 -0.11
C 3.68 -2.70 -1.46 -0.11
C 4.62 -1.97 -0.47 -0.03
C 4.37 -2.87 0.76 -0.08
H 3.07 -4.35 1.16 0.09
H 2.28 -4.52 -1.37 0.07
H 3.35 -2.35 -2.55 0.08
H 5.20 -1.08 -0.71 0.06
H 4.80 -2.54 1.66 0.05
N -3.26 -2.04 -1.52 -0.02
C -3.79 -1.74 -2.72 -0.13
C -4.45 -0.44 -2.55 -0.07
C -4.19 0.06 -1.07 -0.06
C -3.42 -1.07 -0.49 -0.10
H -2.55 -2.70 -1.30 0.07
H -3.74 -2.48 -3.49 0.09
H -4.91 0.06 -3.45 0.08
H -4.70 0.94 -0.52 0.07
H -3.09 -1.08 0.49 0.04
```

Its max |F| is 12.2 eV/Å. The frontier orbital gap comes out at 4.44 eV. Its LUMO energy is -5.1008 eV. Its total energy is -70320.90898 eV. The energy above the lowest of the compared OMol25 structures with the same formula, charge and spin is 0.00 kJ/mol. Its charge is +1.